[1]
{"formula": "C14H11ClN2O2Os", "method": "ωB97M-V/def2-TZVPD", "s_squared": 6.02, "charge": 2, "spin_multiplicity": 5, "homo_ev": [-15.09, -16.70], "energy_ha": -1350.09715, "symbols": ["Cl", "C", "C", "C", "H", "C", "C", "H", "H", "H", "C", "Os", "C", "O", "C", "O", "H", "H", "H", "N", "C", "C", "C", "C", "N", "C", "C", "H", "H", "H", "H"], "xyz": [[2.308792, -0.361831, -2.616320], [1.372753, 0.220630, 1.646281], [0.348371, 1.224268, 1.662214], [0.541556, 2.080620, 0.525002], [-0.407007, 1.361225, 2.426406], [1.681383, 1.597835, -0.227799], [2.193870, 0.446962, 0.492306], [3.070862, -0.104873, 0.193452], [1.528120, -0.558151, 2.383705], [-0.007220, 2.974938, 0.254534], [2.252697, 2.206064, -1.463015], [0.225195, 0.078152, -0.298051], [-1.274394, 0.817493, -1.181072], [-2.148689, 1.365148, -1.749301], [0.830836, -1.602385, -1.084367], [1.012786, -2.724250, -1.319493], [1.487829, 2.760703, -2.007624], [2.610331, 1.361827, -2.118053], [3.056436, 2.895804, -1.197779], [-5.930345, -4.504203, 1.561129], [-5.009207, -3.817310, 1.322063], [-3.848886, -2.995624, 1.029293], [-3.160859, -2.303731, 2.048724], [-2.044968, -1.528617, 1.741389], [-1.580273, -1.440465, 0.482997], [-2.212900, -2.092135, -0.495625], [-3.332689, -2.901934, -0.254127], [-3.490288, -2.384494, 3.083573], [-1.502913, -0.949247, 2.501955], [-1.831132, -1.970742, -1.522720], [-3.759418, -3.449336, -1.097468]], "forces_ev_per_angstrom": [[0.4, 0.0, -1.0], [-0.2, 1.2, 0.9], [0.6, -0.2, 0.7], [0.7, 0.4, -0.3], [0.0, -0.1, -0.1], [1.1, 1.2, 1.8], [0.5, 0.6, -0.2], [0.1, -0.1, 0.1], [-0.1, 0.0, -0.1], [-0.1, -0.1, 0.2], [-0.7, 0.3, 0.5], [0.3, -1.6, -0.2], [-6.3, 3.0, -4.4], [3.9, -2.3, 2.6], [-0.8, -6.2, -1.0], [-0.1, 3.8, 0.6], [0.1, -0.1, -0.2], [0.5, 0.6, -0.1], [0.3, -0.3, -0.2], [2.4, 1.8, -0.6], [-1.8, -1.4, 0.5], [0.4, 0.0, 0.5], [0.0, 0.1, 0.2], [-0.4, -0.3, 0.1], [-0.2, 0.2, 0.3], [-0.6, -0.6, -0.2], [0.5, 0.2, -1.0], [0.0, 0.1, -0.3], [-0.4, -0.5, -0.3], [-0.2, -0.2, 0.6], [0.0, 0.2, 0.4]]}

***

[2]
{"formula": "C19H15NPdS5", "method": "ωB97M-V/def2-TZVPD", "s_squared": 6.05, "spin_multiplicity": 5, "homo_ev": [-4.57, -7.60], "energy_ha": -2906.45012, "symbols": ["Pd", "S", "C", "C", "C", "C", "C", "C", "S", "C", "C", "C", "C", "C", "C", "C", "S", "C", "C", "C", "C", "C", "C", "S", "N", "H", "H", "H", "H", "H", "H", "H", "H", "H", "H", "H", "H", "H", "H", "H", "S"], "xyz": [[-0.758755, -0.213336, -1.448775], [-4.237379, -0.680227, -2.075376], [-4.231285, -0.652734, -0.307509], [-4.946529, 0.358189, 0.329379], [-4.889198, 0.389850, 1.734930], [-4.032859, -0.541186, 2.379628], [-3.163621, -1.425952, 1.732481], [-3.268920, -1.494890, 0.352336], [-2.066666, -2.135902, -0.640079], [-0.762950, -2.788159, 0.438353], [0.170536, -1.711962, 0.939860], [1.078985, -1.988986, 1.962896], [1.840231, -0.964702, 2.559140], [1.822651, 0.291033, 2.057792], [0.910603, 0.556774, 0.944595], [0.733423, 1.922422, 0.348019], [0.337215, 1.880304, -1.587448], [2.039535, 1.705430, -2.033912], [3.076035, 2.710172, -1.888615], [4.409861, 2.367234, -2.090115], [4.786394, 1.125588, -2.577993], [3.820785, 0.159384, -2.902188], [2.428601, 0.395690, -2.532622], [1.310638, -0.853442, -2.772171], [0.106641, -0.455924, 0.444996], [-5.599469, 0.951812, -0.213469], [-5.491469, 1.085677, 2.363238], [-3.896448, -0.496561, 3.452774], [-2.393723, -2.007473, 2.348866], [-0.151482, -3.555918, -0.121534], [-1.161159, -3.322734, 1.334428], [1.201581, -3.031360, 2.210863], [2.476631, -1.247232, 3.399239], [2.479047, 1.015058, 2.464247], [1.340198, 2.773998, 0.611749], [-0.307302, 2.166133, 0.592633], [2.676741, 3.694256, -1.547936], [5.182185, 3.151301, -1.820619], [5.780312, 0.933021, -2.698861], [4.110476, -0.825418, -3.267190], [-2.760089, 0.760776, -2.476030]], "forces_ev_per_angstrom": [[-0.5, 0.4, -1.4], [0.1, 0.3, -0.4], [1.1, 0.0, -0.2], [0.8, -2.3, 2.3], [0.5, -0.7, 0.4], [0.1, 0.7, 0.3], [0.0, -0.2, 0.8], [-1.3, 2.2, 1.1], [1.3, -2.4, -1.9], [0.5, -0.6, 0.5], [1.6, 0.8, 1.6], [-1.5, -0.7, -1.4], [0.8, -0.6, 0.6], [-1.6, -0.4, -2.1], [2.1, 1.1, 0.8], [-2.5, -1.8, 1.0], [1.8, 1.7, 0.0], [1.6, -0.9, -0.9], [-2.5, -1.0, 0.4], [0.0, 1.9, 0.7], [-3.1, -0.6, -0.2], [-0.6, 0.9, 1.3], [1.5, 1.3, -0.3], [-0.6, -0.5, 0.4], [-0.2, -0.1, 0.4], [-0.9, 1.2, -1.0], [0.6, -0.6, -0.7], [-0.4, 0.1, 0.1], [-1.3, 1.0, -1.1], [-0.9, 0.8, 0.2], [0.1, 0.3, -0.9], [0.0, -0.1, 0.5], [-0.1, 0.3, -0.2], [0.3, 0.9, 0.2], [0.6, -0.2, 0.1], [0.0, 0.4, 0.0], [0.9, -0.7, -0.3], [-0.9, -1.1, -0.5], [2.5, -0.6, -0.5], [-0.1, 0.3, 0.0], [0.2, -0.6, 0.3]]}

***

[3]
{"formula": "C6H7ClN3", "method": "ωB97M-V/def2-TZVPD", "relative_energy_kcal_mol": 100.6, "charge": 1, "smiles": "ClC#C/C=N\\C1=CC[NH2+]N1", "homo_ev": [-12.49, -12.49], "energy_ha": -856.84056, "symbols": ["C", "C", "C", "C", "C", "C", "N", "N", "N", "Cl", "H", "H", "H", "H", "H", "H", "H"], "xyz": [[-2.963600, 1.636489, -1.146555], [0.017843, -1.247584, 0.286437], [-3.085672, 0.551796, -0.290361], [-0.917508, -0.190855, 0.116631], [-2.706613, 2.460764, -1.978748], [1.405920, -0.707154, 0.380517], [-2.268983, -0.277622, 0.162359], [-0.210422, 1.127337, 0.206046], [1.184595, 0.655981, -0.065118], [-2.464139, 3.554640, -3.076542], [-0.211005, 1.256653, 1.339962], [-0.178256, -2.215129, -0.159237], [-4.077414, 0.330701, 0.162365], [1.762206, -0.766056, 1.433679], [2.028885, -1.253969, -0.325476], [1.797879, 1.409256, 0.364950], [1.513880, 0.884626, -1.027539]], "forces_ev_per_angstrom": [[0.8, 0.3, -0.4], [-2.8, 2.5, -2.0], [-3.2, 0.1, 1.1], [2.9, -2.5, 0.5], [-0.5, -1.1, 1.1], [-0.5, -1.7, 0.4], [2.2, -1.2, 0.7], [0.3, -1.3, 3.0], [1.7, 4.3, 0.4], [0.4, 1.6, -1.5], [0.1, 0.2, -3.2], [-0.1, -0.3, 0.8], [0.1, 0.5, -0.9], [0.2, 0.3, -0.8], [0.5, 0.3, 0.3], [-0.7, -1.2, 0.4], [-1.4, -0.9, 0.0]]}

***

Copy entry 1 word for word.
{"formula": "C14H11ClN2O2Os", "method": "ωB97M-V/def2-TZVPD", "s_squared": 6.02, "charge": 2, "spin_multiplicity": 5, "homo_ev": [-15.09, -16.70], "energy_ha": -1350.09715, "symbols": ["Cl", "C", "C", "C", "H", "C", "C", "H", "H", "H", "C", "Os", "C", "O", "C", "O", "H", "H", "H", "N", "C", "C", "C", "C", "N", "C", "C", "H", "H", "H", "H"], "xyz": [[2.308792, -0.361831, -2.616320], [1.372753, 0.220630, 1.646281], [0.348371, 1.224268, 1.662214], [0.541556, 2.080620, 0.525002], [-0.407007, 1.361225, 2.426406], [1.681383, 1.597835, -0.227799], [2.193870, 0.446962, 0.492306], [3.070862, -0.104873, 0.193452], [1.528120, -0.558151, 2.383705], [-0.007220, 2.974938, 0.254534], [2.252697, 2.206064, -1.463015], [0.225195, 0.078152, -0.298051], [-1.274394, 0.817493, -1.181072], [-2.148689, 1.365148, -1.749301], [0.830836, -1.602385, -1.084367], [1.012786, -2.724250, -1.319493], [1.487829, 2.760703, -2.007624], [2.610331, 1.361827, -2.118053], [3.056436, 2.895804, -1.197779], [-5.930345, -4.504203, 1.561129], [-5.009207, -3.817310, 1.322063], [-3.848886, -2.995624, 1.029293], [-3.160859, -2.303731, 2.048724], [-2.044968, -1.528617, 1.741389], [-1.580273, -1.440465, 0.482997], [-2.212900, -2.092135, -0.495625], [-3.332689, -2.901934, -0.254127], [-3.490288, -2.384494, 3.083573], [-1.502913, -0.949247, 2.501955], [-1.831132, -1.970742, -1.522720], [-3.759418, -3.449336, -1.097468]], "forces_ev_per_angstrom": [[0.4, 0.0, -1.0], [-0.2, 1.2, 0.9], [0.6, -0.2, 0.7], [0.7, 0.4, -0.3], [0.0, -0.1, -0.1], [1.1, 1.2, 1.8], [0.5, 0.6, -0.2], [0.1, -0.1, 0.1], [-0.1, 0.0, -0.1], [-0.1, -0.1, 0.2], [-0.7, 0.3, 0.5], [0.3, -1.6, -0.2], [-6.3, 3.0, -4.4], [3.9, -2.3, 2.6], [-0.8, -6.2, -1.0], [-0.1, 3.8, 0.6], [0.1, -0.1, -0.2], [0.5, 0.6, -0.1], [0.3, -0.3, -0.2], [2.4, 1.8, -0.6], [-1.8, -1.4, 0.5], [0.4, 0.0, 0.5], [0.0, 0.1, 0.2], [-0.4, -0.3, 0.1], [-0.2, 0.2, 0.3], [-0.6, -0.6, -0.2], [0.5, 0.2, -1.0], [0.0, 0.1, -0.3], [-0.4, -0.5, -0.3], [-0.2, -0.2, 0.6], [0.0, 0.2, 0.4]]}